[1]
Entry from OMol25: C49H36F2N5PdS3 as an isolated structure in a non-equilibrium geometry (the ωB97M-V functional and the def2-TZVPD basis).

Multiplicity = 5
Molecular weight = 935.48 g mol⁻¹
LUMO energy (alpha / beta) = -3.00 / -4.55 eV
Net charge = +1

Structure (XYZ):
```
96
Properties=species:S:1:pos:R:3:lowdin_spin:R:1
Pd -0.018 0.214 0.027 0.56
S -0.550 4.156 6.262 0.01
C 0.546 3.610 7.444 0.05
C 1.341 2.608 6.978 0.00
C 1.052 2.282 5.627 0.05
C 0.051 3.047 5.087 0.00
C -0.488 3.007 3.736 0.13
C -0.238 1.781 2.898 0.09
N -0.371 1.955 1.465 0.31
C -1.195 2.878 1.043 0.03
C -1.649 3.965 1.852 0.17
C -2.438 4.987 1.262 -0.02
C -2.827 4.921 -0.038 0.16
C -2.489 3.780 -0.851 0.01
C -2.961 3.609 -2.157 0.02
C -2.685 2.451 -2.849 -0.01
C -1.917 1.477 -2.186 0.02
N -1.438 1.633 -0.971 0.00
C -1.697 2.775 -0.311 0.04
C -3.192 2.209 -4.209 0.00
C -4.124 2.934 -4.895 0.00
C -4.382 2.424 -6.196 0.00
C -3.639 1.316 -6.468 0.00
S -2.637 0.887 -5.161 0.00
C -1.209 4.019 3.202 -0.01
H 0.543 4.052 8.431 0.00
H 2.104 2.122 7.571 0.00
H 1.583 1.516 5.076 0.00
H 0.746 1.367 3.109 0.01
H -2.731 5.831 1.875 0.00
H -3.433 5.707 -0.471 0.01
H -3.570 4.388 -2.603 0.00
H -1.710 0.522 -2.653 0.00
H -4.628 3.802 -4.486 0.00
H -5.089 2.857 -6.890 0.00
H -3.632 0.722 -7.371 0.00
H -1.426 4.911 3.781 0.00
F 3.906 -3.353 -0.692 0.00
C 2.953 -2.902 0.141 0.00
C 2.212 -1.809 -0.248 0.01
C 1.225 -1.308 0.584 0.02
C 1.017 -1.918 1.833 0.01
C 1.760 -3.057 2.137 0.00
F 1.524 -3.711 3.290 0.00
C 2.738 -3.575 1.322 0.00
C 0.121 -1.259 2.800 0.04
C 0.286 -1.403 4.221 0.34
C -0.588 -0.732 5.097 0.02
C -1.388 0.238 4.599 0.27
C -1.265 0.599 3.158 0.09
N -0.747 -0.446 2.282 0.26
H 2.390 -1.412 -1.227 0.00
H 3.295 -4.458 1.598 0.00
H 1.038 -2.069 4.613 0.02
H -0.596 -0.984 6.150 0.00
H -2.074 0.800 5.222 0.01
H -2.218 0.958 2.769 0.01
C 3.355 -0.425 -3.582 0.00
N 2.574 0.521 -2.786 0.01
C 2.942 1.287 -1.763 0.03
S 1.728 2.014 -0.777 0.22
N 4.222 1.568 -1.487 0.02
C 5.386 1.526 -2.377 0.00
H 2.643 -1.052 -4.117 0.00
H 3.963 -1.067 -2.945 0.00
H 3.979 0.072 -4.321 0.00
H 1.569 0.465 -2.894 0.00
H 4.308 2.169 -0.683 0.00
H 5.539 0.544 -2.805 0.00
H 6.260 1.763 -1.777 0.00
H 5.302 2.260 -3.180 0.00
C -0.048 -0.853 -1.595 0.22
C -0.103 -1.385 -2.689 0.05
C -0.167 -2.005 -3.950 0.33
C 0.753 -1.509 -4.988 0.02
C 1.055 -0.144 -5.070 0.05
C 1.942 0.341 -6.018 -0.01
C 2.558 -0.531 -6.909 0.05
C 2.269 -1.889 -6.842 -0.01
C 1.375 -2.373 -5.899 0.05
C -1.118 -3.087 -4.170 0.02
C -1.688 -3.759 -3.077 0.07
C -2.618 -4.764 -3.266 -0.01
C -3.013 -5.124 -4.550 0.08
C -2.466 -4.463 -5.644 -0.01
C -1.531 -3.458 -5.459 0.07
H 0.549 0.545 -4.402 0.00
H 2.145 1.404 -6.070 0.00
H 3.247 -0.154 -7.654 0.00
H 2.747 -2.578 -7.528 0.00
H 1.178 -3.437 -5.839 0.00
H -1.380 -3.484 -2.076 0.00
H -3.039 -5.274 -2.408 0.00
H -3.742 -5.910 -4.698 0.00
H -2.776 -4.728 -6.647 0.00
H -1.132 -2.936 -6.321 0.00
```

=====

[2]
Entry from OMol25: C49H36NOP2RhS as an isolated structure in a non-equilibrium geometry (the ωB97M-V functional and the def2-TZVPD basis).

Multiplicity = 5
Molecular weight = 851.75 g mol⁻¹
LUMO energy (alpha / beta) = -5.13 / -8.32 eV
Net charge = +2

Structure (XYZ):
```
91
Properties=species:S:1:pos:R:3:lowdin_spin:R:1
Rh -0.291 0.777 -0.378 2.33
O 1.391 -0.954 -1.642 0.08
C 1.337 -2.274 -1.210 0.00
C 2.375 -3.129 -1.114 0.00
C 2.171 -4.405 -0.540 0.00
C 0.895 -4.738 -0.170 0.00
C -0.183 -3.913 -0.352 0.01
C 0.069 -2.627 -0.744 0.03
P -1.265 -1.362 -0.552 0.20
C -2.310 -1.959 0.829 0.04
C -2.421 -1.240 2.024 0.01
C -3.151 -1.691 3.118 0.00
C -3.925 -2.807 2.909 0.00
C -3.932 -3.513 1.752 0.00
C -3.173 -3.061 0.694 0.01
C -2.308 -1.453 -2.073 0.02
C -3.504 -0.756 -2.094 0.01
C -4.273 -0.816 -3.265 0.00
C -3.899 -1.598 -4.304 0.01
C -2.780 -2.373 -4.195 0.00
C -1.931 -2.343 -3.119 0.01
C 2.681 -0.359 -1.706 0.01
C 3.521 -0.567 -2.794 0.00
C 4.715 0.045 -2.788 0.01
C 5.077 0.947 -1.802 0.00
C 4.217 1.133 -0.707 0.01
C 3.045 0.445 -0.650 0.03
P 1.828 0.619 0.691 0.18
C 2.114 -0.862 1.745 0.03
C 3.252 -1.660 1.740 0.01
C 3.377 -2.810 2.540 0.00
C 2.295 -3.278 3.222 0.01
C 1.033 -2.564 3.140 0.00
C 1.015 -1.355 2.472 0.01
C 2.354 1.925 1.742 0.03
C 2.036 3.202 1.266 0.02
C 2.509 4.304 1.917 0.00
C 3.241 4.071 3.107 0.01
C 3.451 2.814 3.641 0.00
C 2.961 1.710 2.968 0.01
H 3.402 -2.806 -1.333 0.00
H 2.960 -5.150 -0.301 0.00
H 0.710 -5.699 0.348 0.00
H -1.119 -4.208 -0.009 0.00
H -1.797 -0.320 2.135 0.01
H -3.195 -1.086 4.000 0.00
H -4.605 -3.048 3.741 0.00
H -4.646 -4.358 1.677 0.00
H -3.336 -3.669 -0.244 0.00
H -3.757 -0.056 -1.353 0.00
H -5.131 -0.137 -3.442 0.00
H -4.474 -1.628 -5.239 0.00
H -2.514 -3.012 -5.003 0.00
H -1.031 -2.987 -3.155 0.00
H 3.295 -1.261 -3.542 0.00
H 5.374 -0.079 -3.625 0.00
H 6.028 1.477 -1.864 0.00
H 4.583 1.828 0.030 0.00
H 4.125 -1.466 1.121 0.00
H 4.284 -3.363 2.482 0.00
H 2.340 -4.204 3.831 0.00
H 0.203 -2.993 3.569 0.00
H 0.069 -0.804 2.395 0.01
H 1.525 3.388 0.292 0.00
H 2.372 5.309 1.573 0.00
H 3.742 4.882 3.606 0.00
H 4.016 2.608 4.562 0.00
H 2.946 0.712 3.374 0.00
S -2.261 4.805 -0.921 0.02
C -2.141 4.651 0.828 0.01
C -2.513 5.599 1.763 0.00
C -2.473 5.251 3.117 0.00
C -1.965 3.918 3.501 0.00
C -1.586 3.026 2.469 0.01
C -1.677 3.410 1.144 0.01
N -1.454 2.556 0.043 0.13
C -1.707 3.141 -1.092 0.05
C -1.475 2.420 -2.353 0.09
C -2.091 2.768 -3.526 0.01
C -1.943 2.049 -4.697 0.04
C -1.129 0.981 -4.582 0.02
C -0.516 0.554 -3.459 0.08
C -0.619 1.372 -2.369 0.35
H -2.853 6.566 1.528 0.00
H -2.661 5.897 3.989 0.00
H -2.018 3.555 4.583 0.00
H -1.166 2.029 2.745 0.00
H -2.755 3.555 -3.353 0.00
H -2.408 2.448 -5.552 0.00
H -0.768 0.341 -5.365 0.00
H 0.197 -0.287 -3.385 0.01
```

=====

ΔE to the lowest compared entry with this formula, charge and spin in kcal per mole, matching the order above: 41.31 26.31
Energy in eV, matching the order above: -100258.6443 -87338.2904